Entry 1:
Density functional theory data (ωB97M-V/def2-TZVPD) for C19H23N5O5S in the gas phase in a non-equilibrium geometry.

DFT total energy: -48598.933 eV
SMILES: COCCNC(=O)c1onc(CSc2nc3ccccc3[nH]2)c1C(=O)NCCOC
Net charge: 0
Maximum force: 1.4 eV Å⁻¹
Energy relative to the best compared isomer or geometry (same formula, charge and spin): 5.6 kcal per mole

```
53
C19H23N5O5S (ωB97M-V/def2-TZVPD)
C 2.512 -1.682 3.680
O 3.088 -1.638 2.399
C 3.304 -0.325 1.931
C 3.791 -0.421 0.484
N 2.781 -1.051 -0.330
C 1.986 -0.359 -1.159
O 2.174 0.818 -1.441
C 0.844 -1.147 -1.675
O 0.796 -2.441 -1.289
N -0.379 -2.982 -1.656
C -1.072 -2.056 -2.260
C -2.481 -2.261 -2.656
S -3.483 -2.821 -1.227
C -2.790 -1.900 0.070
N -1.913 -0.945 -0.045
C -1.598 -0.579 1.239
C -0.692 0.367 1.700
C -0.572 0.519 3.067
C -1.324 -0.246 3.960
C -2.224 -1.198 3.520
C -2.350 -1.357 2.152
N -3.108 -2.194 1.368
C -0.324 -0.836 -2.343
C -0.821 0.387 -3.031
O -1.889 0.390 -3.626
N -0.004 1.447 -2.982
C -0.381 2.703 -3.586
C -1.279 3.568 -2.682
O -0.593 4.304 -1.701
C -0.118 3.547 -0.613
H 2.411 -2.734 3.937
H 3.151 -1.185 4.419
H 1.523 -1.206 3.686
H 4.056 0.187 2.550
H 2.367 0.250 1.973
H 3.979 0.576 0.081
H 4.703 -1.021 0.448
H 2.516 -1.986 -0.055
H -2.895 -1.329 -3.040
H -2.586 -3.061 -3.389
H -0.110 0.955 1.008
H 0.117 1.253 3.461
H -1.195 -0.091 5.021
H -2.801 -1.791 4.212
H -3.761 -2.896 1.670
H 0.864 1.393 -2.451
H 0.525 3.257 -3.836
H -0.943 2.477 -4.497
H -2.042 2.923 -2.222
H -1.776 4.319 -3.300
H 0.765 2.956 -0.876
H -0.900 2.880 -0.231
H 0.153 4.265 0.161
```

Table of Mulliken atomic charges, one value per atom, all in e: -0.48 -0.33 -0.13 -0.97 -0.19 0.40 -0.87 0.35 -0.25 -0.79 -0.08 -0.57 -0.28 -0.02 -0.21 -0.10 0.32 -1.29 -0.41 -1.07 0.79 -0.10 1.02 0.63 -0.77 0.02 -0.88 -0.44 -0.45 -0.48 0.26 0.30 0.07 0.44 0.07 0.42 0.35 0.34 0.32 0.53 0.65 0.43 0.41 0.40 0.21 0.23 0.39 0.43 0.36 0.31 0.10 0.29 0.37


Entry 2:
Density functional theory data (ωB97M-V/def2-TZVPD) for a molecular structure, C19H23N6O2V in a non-equilibrium geometry.

DFT total energy: -58783.014 eV
Spin multiplicity: 3
Net charge: +2
⟨S²⟩: 2.03
Maximum force: 4.7 eV Å⁻¹
Energy relative to the best compared isomer or geometry (same formula, charge and spin): 65.4 kcal per mole

```
51
C19H23N6O2V (ωB97M-V/def2-TZVPD)
V 7.177 8.479 9.326
C 7.229 6.726 10.839
C 6.374 5.739 10.361
C 5.027 6.046 10.005
C 4.478 7.278 10.306
C 5.415 8.322 10.653
C 6.732 8.033 11.160
H 8.241 6.450 11.285
H 6.744 4.703 10.106
H 4.442 5.186 9.676
H 3.397 7.365 10.445
H 5.056 9.344 10.855
H 7.185 8.764 11.893
N 10.647 7.911 7.692
C 11.343 7.939 8.907
C 10.366 7.993 9.890
N 9.108 7.919 9.363
C 9.314 7.873 8.002
C 8.140 7.942 7.167
N 6.885 7.725 7.597
C 6.108 7.557 6.464
C 6.912 7.643 5.349
N 8.153 7.986 5.802
H 10.997 7.819 6.789
H 12.443 7.833 8.886
H 10.590 8.042 10.929
H 5.090 7.168 6.494
H 6.657 7.495 4.267
H 9.000 8.027 5.240
C 7.475 12.886 11.885
C 7.355 12.162 10.583
C 6.962 12.620 9.245
C 6.993 11.481 8.454
N 7.373 10.421 9.201
N 7.634 10.832 10.465
C 6.690 11.318 6.982
H 8.507 12.807 12.283
H 6.820 12.386 12.641
H 7.276 13.993 11.826
H 6.739 13.603 8.849
H 9.056 10.584 11.542
H 7.212 12.042 6.332
H 5.553 11.479 6.823
H 6.857 10.277 6.634
C 10.407 9.192 14.019
C 9.285 9.935 13.354
O 9.744 10.254 12.143
O 8.198 10.288 13.758
H 10.794 9.940 14.773
H 11.200 8.871 13.348
H 10.029 8.388 14.616
```

Table of Mulliken atomic charges, one value per atom, all in e: 0.41 0.32 -0.57 -0.54 -0.92 0.36 -0.66 0.43 0.42 0.50 0.49 0.59 0.31 -0.07 -0.80 0.05 0.43 -0.16 0.10 0.32 -0.23 -0.69 -0.04 0.13 0.40 0.45 0.43 0.40 0.23 -1.00 0.86 -1.56 0.72 0.42 -0.98 -0.64 0.25 0.27 0.35 0.45 0.48 0.38 0.27 -0.05 -1.22 0.89 -0.41 -0.57 0.32 0.32 0.36


Entry 3:
Density functional theory data (ωB97M-V/def2-TZVPD) for a molecular structure, C19H23NO4 in a non-equilibrium geometry.

DFT total energy: -29738.224 eV
Net charge: 0
Maximum force: 16.5 eV Å⁻¹
Energy relative to the best compared isomer or geometry (same formula, charge and spin): 445.5 kcal per mole

```
47
C19H23NO4 (ωB97M-V/def2-TZVPD)
C -4.088 -3.342 0.349
C -3.849 -2.244 1.177
C -3.542 -2.359 2.624
C -3.164 -1.204 3.232
C -3.127 -0.080 2.465
C -3.366 0.251 1.200
C -3.662 -0.759 0.415
O -3.944 -1.057 -0.778
C -3.731 0.155 -1.524
C -2.432 0.700 -1.564
C -1.767 1.998 -1.221
C -0.313 1.725 -1.363
C -0.262 0.345 -1.738
O -1.420 -0.165 -1.536
C 1.051 -0.451 -1.792
O 1.187 -0.898 -2.785
N 1.903 -0.156 -0.975
C 1.934 0.683 0.323
H 0.869 0.940 0.628
H 2.162 0.067 1.281
C 3.066 1.615 0.282
C 3.155 2.693 1.660
H 3.857 3.317 1.612
H 2.138 3.194 1.796
H 3.369 1.632 2.574
O 4.198 1.077 0.140
C 4.294 0.329 -1.260
C 5.748 -0.275 -1.028
H 5.890 -0.687 -2.146
H 6.410 0.644 -1.232
H 5.978 -0.919 -0.226
C 3.337 -0.904 -1.080
H 3.232 -1.320 -1.941
H 3.515 -1.492 -0.353
H 4.137 0.992 -2.016
H 2.760 2.367 -0.354
H 0.298 2.403 -1.380
H -2.445 3.153 -1.283
H -4.081 -0.024 -2.511
H -4.352 1.162 -1.077
H -3.508 1.304 0.784
H -2.778 1.223 3.274
H -2.805 -1.205 4.250
H -3.403 -3.226 2.838
H -3.812 -4.369 0.964
H -5.190 -3.383 -0.102
H -3.449 -3.449 -0.603
```

Table of Mulliken atomic charges, one value per atom, all in e: -0.94 0.69 -1.05 -0.77 -0.35 -0.40 1.08 -0.36 -0.60 0.40 -0.53 -1.06 0.05 -0.14 0.86 -0.51 -0.22 -0.69 0.44 0.26 0.09 -1.24 0.55 0.29 0.19 -0.33 0.15 -1.27 0.35 0.35 0.36 -1.64 0.70 0.61 0.51 0.24 1.12 0.10 0.41 0.29 0.27 0.05 0.39 0.57 0.28 0.19 0.22


Entry 4:
Density functional theory data (ωB97M-V/def2-TZVPD) for C19H23NO6S2 in the gas phase.

DFT total energy: -55520.159 eV
SMILES: COc1cc(CN(C(=O)c2cccs2)[C@H]2CCS(=O)(=O)C2)cc(OC)c1OC
Net charge: 0
Maximum force: 0.8 eV Å⁻¹
Energy relative to the best compared isomer or geometry (same formula, charge and spin): 0.0 kcal per mole

```
51
C19H23NO6S2 (ωB97M-V/def2-TZVPD)
C -4.356 -0.433 3.282
O -4.518 -0.379 1.885
C -3.430 -0.123 1.106
C -2.149 0.052 1.607
C -1.095 0.347 0.751
C 0.288 0.559 1.322
N 1.341 0.251 0.380
C 2.208 1.163 -0.137
O 3.216 0.827 -0.739
C 1.902 2.595 0.037
C 0.736 3.305 -0.078
C 0.934 4.695 0.026
C 2.241 5.024 0.213
S 3.262 3.649 0.241
C 1.567 -1.168 0.143
C 1.630 -1.542 -1.348
C 1.870 -3.037 -1.418
S 2.831 -3.398 0.098
O 4.148 -3.875 -0.211
O 2.026 -4.212 0.971
C 2.851 -1.702 0.757
C -1.334 0.460 -0.600
C -2.611 0.263 -1.136
O -2.651 0.407 -2.485
C -3.844 0.230 -3.218
C -3.675 -0.038 -0.281
O -4.955 -0.187 -0.779
C -5.575 -1.441 -0.559
H -3.973 0.511 3.679
H -3.694 -1.253 3.579
H -5.352 -0.613 3.683
H -1.959 -0.024 2.665
H 0.414 -0.077 2.206
H 0.398 1.597 1.648
H -0.225 2.858 -0.258
H 0.138 5.415 -0.036
H 2.666 6.000 0.334
H 0.723 -1.703 0.591
H 2.455 -0.999 -1.808
H 0.702 -1.260 -1.848
H 2.451 -3.346 -2.280
H 0.954 -3.617 -1.347
H 2.841 -1.740 1.841
H 3.726 -1.180 0.382
H -0.540 0.695 -1.291
H -4.196 -0.803 -3.172
H -3.579 0.473 -4.248
H -4.634 0.898 -2.873
H -6.509 -1.405 -1.118
H -4.953 -2.259 -0.939
H -5.787 -1.610 0.497
```

Table of Mulliken atomic charges, one value per atom, all in e: -0.94 -0.46 0.76 -0.56 0.66 -2.22 0.40 0.88 -0.68 -0.30 0.11 -0.80 -0.44 -0.12 -0.65 -0.76 -0.79 1.20 -0.68 -0.66 -0.81 -0.50 -0.37 -0.41 -0.81 0.91 -0.55 -0.77 0.35 0.37 0.25 0.52 0.32 0.81 0.49 0.42 0.45 0.49 0.42 0.26 0.46 0.38 0.43 0.45 0.79 0.28 0.29 0.31 0.28 0.32 0.25


Entry 5:
Density functional theory data (ωB97M-V/def2-TZVPD) for a molecular structure, C19H24BrGeIN3O4PdS in a non-equilibrium geometry.

DFT total energy: -181728.143 eV
Net charge: -1
Maximum force: 1.5 eV Å⁻¹
Energy relative to the best compared isomer or geometry (same formula, charge and spin): 64.7 kcal per mole

```
55
C19H24BrGeIN3O4PdS (ωB97M-V/def2-TZVPD)
Pd 0.696 0.665 -0.427
C 4.330 -1.309 2.003
C 3.542 -0.078 2.343
C 2.766 0.005 3.494
C 1.957 1.110 3.697
C 1.968 2.076 2.707
Br 0.760 3.548 2.871
N 2.692 2.059 1.616
C 3.487 0.993 1.465
H 4.900 -1.660 2.866
H 5.019 -1.113 1.181
H 3.653 -2.105 1.690
H 2.764 -0.809 4.209
H 1.316 1.205 4.561
H 4.070 0.976 0.550
O -3.371 0.052 -2.023
C -2.358 0.609 -2.391
N -1.828 1.714 -1.763
S -0.560 2.303 -2.562
O -0.783 3.581 -3.165
O 0.619 2.278 -1.721
C -0.474 1.011 -3.781
C 0.454 0.798 -4.781
C 0.268 -0.319 -5.583
C -0.808 -1.171 -5.381
C -1.728 -0.934 -4.371
C -1.539 0.178 -3.570
H 1.305 1.453 -4.909
H 0.985 -0.541 -6.362
H -0.919 -2.041 -6.016
H -2.568 -1.592 -4.186
N 0.382 -2.562 -0.164
C 0.613 -1.950 1.068
O 0.569 -0.638 1.101
C 0.780 -2.674 2.209
I 2.711 -0.486 -1.942
H 0.819 -2.081 -0.937
H 0.634 -3.537 -0.160
H 0.781 -3.756 2.184
H 0.853 -2.172 3.161
C -2.723 -1.392 0.728
Ge -2.350 0.476 1.210
C -3.955 1.575 0.980
C -1.707 0.555 3.066
C -0.960 1.403 0.172
H -3.531 -1.744 1.375
H -1.851 -2.024 0.882
H -3.054 -1.433 -0.303
H -4.776 1.186 1.587
H -4.252 1.567 -0.068
H -3.757 2.603 1.284
H -2.490 0.154 3.716
H -1.467 1.571 3.372
H -0.818 -0.072 3.147
H -1.067 2.488 0.074
```

Table of Mulliken atomic charges, one value per atom, all in e: 0.34 -1.47 0.90 -0.17 -0.36 0.18 -0.22 -0.58 -0.64 0.41 0.35 0.22 0.41 0.44 0.49 -0.67 0.29 -0.45 1.25 -0.72 -0.69 0.20 -0.60 -0.42 -0.47 -0.66 0.28 0.46 0.37 0.38 0.49 -0.35 0.34 0.40 -1.32 -0.62 -0.11 0.23 0.16 0.23 -1.07 0.84 -1.29 -1.13 -0.57 0.44 0.35 0.31 0.41 0.33 0.37 0.48 0.29 0.11 0.81


Entry 6:
Density functional theory data (ωB97M-V/def2-TZVPD) for 2 unconnected molecules or ions with the total composition C19H24F8IN2O6 in a non-equilibrium geometry.

DFT total energy: -65185.763 eV
Net charge: +1
Maximum force: 4.6 eV Å⁻¹

```
60
C19H24F8IN2O6 (ωB97M-V/def2-TZVPD)
C -3.497 0.278 -1.788
C -2.654 1.545 -1.551
C -1.562 1.471 -0.414
I -1.689 -0.303 0.839
C -0.106 1.711 -0.889
C 0.541 0.837 -2.020
C 0.230 -0.679 -2.108
C 1.164 -1.425 -1.121
O 1.868 -2.296 -1.441
C 0.372 1.695 -3.315
C 0.736 3.169 -2.822
C 2.276 3.226 -2.970
C 2.928 4.586 -2.639
O 3.330 5.246 -3.490
O 3.070 5.037 -1.328
C 3.844 4.143 -0.562
C 3.266 3.448 0.664
O 4.948 3.958 -0.834
N 0.142 3.092 -1.436
O 0.561 4.068 -0.485
C -0.347 5.026 -0.476
N -1.145 5.805 -0.547
H -4.210 0.522 -2.597
H -2.931 -0.593 -2.142
H -4.130 0.014 -0.930
H -3.368 2.337 -1.268
H -2.168 1.906 -2.474
H -1.793 2.294 0.286
H 0.497 1.574 0.021
H 1.608 0.838 -1.720
H 0.543 -1.006 -3.114
H -0.819 -0.942 -1.932
H 1.149 -1.064 -0.062
H 1.077 1.467 -4.127
H -0.598 1.587 -3.826
H 0.146 3.873 -3.424
H 2.817 2.448 -2.409
H 2.481 3.053 -4.033
H 2.334 2.897 0.474
H 3.036 4.193 1.445
H 3.975 2.738 1.103
H -0.823 3.411 -1.631
C 0.492 -4.475 3.441
C -0.360 -3.221 3.695
C -1.243 -3.249 4.941
F -2.149 -4.244 4.894
F -1.934 -2.082 5.031
F -1.100 -2.951 2.589
F 0.507 -2.178 3.836
O -0.020 -5.424 2.519
C -0.929 -6.366 2.984
C -2.304 -6.209 2.332
F -2.814 -4.978 2.567
F -3.166 -7.111 2.848
F -0.991 -6.337 4.328
F -0.434 -7.574 2.647
H 1.411 -4.121 2.972
H 0.814 -4.948 4.370
H -0.640 -3.357 5.846
H -2.238 -6.357 1.253
```

Table of Mulliken atomic charges, one value per atom, all in e: -1.52 -0.08 -0.66 0.13 -0.85 0.85 -0.54 -0.03 -0.45 -1.63 0.17 -0.74 0.04 -0.43 -0.32 0.56 -0.38 -0.42 0.06 -0.16 0.42 -0.30 0.43 0.30 0.39 0.37 0.21 0.59 0.24 0.35 0.38 0.04 0.30 0.57 0.36 0.36 0.52 0.59 -0.19 0.31 0.37 0.70 -0.75 0.92 0.03 -0.20 -0.26 -0.13 -0.34 -0.41 0.76 0.20 -0.22 -0.26 -0.27 -0.29 0.42 0.34 0.29 0.25